Entry 1:
{
  "formula": "C23H34B2CrF2N6O4S3",
  "method": "the ωB97M-V functional and the def2-TZVPD basis",
  "total_charge": -1,
  "energy_ev": -109260.3037,
  "gap_ev": [6.9, 6.3],
  "multiplicity": 4,
  "mol_weight_g_mol": 666.38,
  "symbols": ["Cr", "C", "C", "C", "C", "N", "C", "C", "N", "B", "N", "C", "C", "N", "C", "S", "C", "C", "C", "C", "N", "C", "C", "N", "C", "S", "C", "C", "C", "C", "C", "S", "H", "H", "H", "H", "H", "H", "H", "H", "H", "H", "H", "H", "H", "H", "H", "H", "H", "H", "H", "H", "H", "H", "H", "H", "H", "H", "H", "H", "H", "H", "H", "H", "H", "H", "O", "C", "O", "C", "O", "O", "F", "B", "F"],
  "positions_angstrom": [[0.06234, 0.85469, -0.10154], [-3.78392, 0.72839, 3.60452], [-4.15824, 1.39228, 2.27431], [-5.62528, 1.81908, 2.25797], [-3.27529, 2.62208, 2.11364], [-3.99002, 0.34672, 1.21260], [-4.68450, -0.84713, 1.33304], [-4.27290, -1.65431, 0.34376], [-3.32847, -0.98196, -0.39187], [-2.49998, -1.74855, -1.45415], [-2.24768, -0.85105, -2.71110], [-3.31650, -0.61661, -3.54528], [-2.96044, 0.32658, -4.43624], [-1.65122, 0.68064, -4.15307], [-1.23278, -0.04401, -3.07776], [0.34460, 0.05137, -2.39749], [-0.89739, 1.75737, -4.86013], [0.34833, 1.17096, -5.52134], [-1.78940, 2.34377, -5.95472], [-0.55161, 2.87425, -3.87372], [-1.16708, -2.34506, -0.95256], [-0.37950, -3.01938, -1.86352], [0.66982, -3.53693, -1.21290], [0.55077, -3.17776, 0.12447], [-0.62383, -2.48457, 0.29068], [-1.33074, -1.98249, 1.74268], [1.52098, -3.70251, 1.12763], [2.91166, -3.66180, 0.48207], [1.59991, -2.88237, 2.41446], [1.11324, -5.13789, 1.45747], [-3.16589, 0.25059, 0.13970], [-2.24267, 1.50663, -0.59534], [-3.84961, 1.46930, 4.40149], [-2.75838, 0.36127, 3.55612], [-4.44281, -0.10151, 3.86019], [-5.79025, 2.56666, 3.03415], [-6.29887, 0.98158, 2.44431], [-5.87838, 2.26039, 1.29312], [-3.45007, 3.23767, 2.99899], [-3.52970, 3.20261, 1.23071], [-2.21949, 2.36775, 2.07395], [-5.39402, -1.02308, 2.11738], [-4.53391, -2.67105, 0.12000], [-3.22014, -2.65168, -1.82925], [-4.24344, -1.14580, -3.42526], [-3.52448, 0.75920, -5.23684], [0.06882, 0.37835, -6.21872], [1.03544, 0.76900, -4.78257], [0.85630, 1.95897, -6.07927], [-2.07214, 1.59754, -6.69886], [-1.22015, 3.12105, -6.46273], [-2.68846, 2.80377, -5.54378], [0.16007, 2.54455, -3.12105], [-1.45487, 3.22104, -3.36900], [-0.11711, 3.70858, -4.42699], [-0.61324, -3.03057, -2.91169], [1.50905, -4.08214, -1.59538], [3.12883, -2.66033, 0.10794], [3.02329, -4.37895, -0.33160], [3.65522, -3.91091, 1.23811], [1.70875, -1.82021, 2.21349], [2.48717, -3.21683, 2.95508], [0.72586, -3.01236, 3.04074], [1.10759, -5.76230, 0.56137], [0.11497, -5.14518, 1.89709], [1.81407, -5.56700, 2.17569], [0.88509, 1.43312, 3.78682], [0.86433, 1.22101, 2.59460], [-0.12913, 1.31740, 1.78504], [2.17446, 0.75805, 1.87561], [3.19949, 0.47798, 2.41748], [2.03266, 0.65780, 0.51124], [2.02427, 3.08002, 0.48968], [1.80431, 1.96339, -0.29277], [2.58820, 1.96026, -1.42402]],
  "forces_ev_per_a": [[-0.463, -0.524, 0.196], [0.013, 0.015, -0.001], [0.048, -0.109, 0.029], [-0.015, 0.001, 0.010], [-0.003, 0.026, -0.063], [0.059, -0.009, 0.020], [-0.038, 0.000, -0.057], [0.002, -0.013, 0.051], [0.056, 0.002, -0.042], [0.070, 0.051, -0.005], [-0.143, -0.040, 0.037], [0.054, 0.092, -0.086], [-0.006, -0.071, 0.062], [-0.054, -0.009, -0.011], [0.159, 0.023, 0.010], [0.085, -0.081, -0.019], [-0.028, 0.011, 0.028], [0.008, 0.002, -0.014], [0.022, -0.001, 0.012], [0.009, 0.008, -0.009], [-0.099, -0.141, 0.018], [0.033, -0.066, 0.059], [-0.066, 0.073, -0.061], [0.043, 0.043, -0.017], [-0.033, -0.088, 0.017], [0.121, 0.021, 0.039], [-0.020, 0.052, -0.021], [0.034, -0.050, 0.020], [-0.035, 0.020, -0.031], [0.001, -0.005, 0.015], [-0.077, 0.052, -0.013], [0.023, 0.160, -0.040], [0.001, 0.003, 0.015], [0.024, 0.011, 0.000], [-0.008, -0.018, -0.018], [-0.005, 0.010, 0.015], [-0.011, 0.018, 0.004], [-0.006, 0.008, -0.011], [-0.002, 0.021, -0.009], [-0.008, -0.005, -0.028], [0.049, -0.036, 0.023], [0.000, -0.008, 0.022], [-0.015, -0.035, -0.007], [0.030, 0.017, -0.026], [-0.036, -0.016, 0.011], [-0.009, 0.013, -0.030], [-0.005, -0.008, -0.011], [0.004, 0.002, 0.006], [0.013, 0.013, -0.013], [-0.001, -0.016, -0.005], [0.001, 0.007, -0.006], [-0.013, 0.009, 0.012], [0.004, 0.006, -0.005], [-0.016, 0.008, 0.000], [0.015, 0.017, 0.002], [-0.016, -0.007, -0.045], [-0.015, -0.001, -0.019], [-0.005, 0.005, 0.010], [0.012, 0.008, 0.017], [0.007, -0.015, 0.005], [0.039, 0.016, -0.038], [0.001, 0.012, 0.024], [-0.016, -0.007, 0.007], [-0.002, 0.010, -0.006], [-0.008, 0.002, 0.006], [0.006, -0.010, 0.010], [-0.032, -0.028, -0.050], [0.132, -0.063, -0.091], [-0.135, 0.153, 0.263], [0.108, 0.039, -0.002], [-0.189, 0.006, -0.070], [-0.164, -0.163, 0.093], [-0.002, -0.028, 0.004], [0.530, 0.618, -0.182], [-0.017, -0.011, -0.007]],
  "lowdin_charge": [0.38, -0.02, -0.53, -0.04, -0.08, 0.02, -0.07, -0.09, 0.02, -0.58, 0.03, -0.06, -0.04, 0.01, -0.65, 0.77, -0.54, -0.05, -0.06, -0.03, 0.02, -0.11, -0.06, 0.00, -0.69, 0.71, -0.54, -0.04, -0.07, -0.03, -0.62, 0.75, 0.09, 0.09, 0.07, 0.09, 0.07, 0.09, 0.09, 0.06, 0.05, 0.11, 0.12, 0.12, 0.12, 0.10, 0.09, 0.04, 0.09, 0.08, 0.09, 0.09, 0.05, 0.09, 0.09, 0.12, 0.11, 0.10, 0.07, 0.08, 0.07, 0.09, 0.03, 0.08, 0.08, 0.08, 0.09, -0.55, -0.16, -0.39, 0.16, -0.01, 0.13, -0.95, 0.10]
}

---

Entry 2:
{
  "formula": "C9H8ClNS2",
  "method": "the ωB97M-V functional and the def2-TZVPD basis",
  "total_charge": 0,
  "energy_ev": -45142.7344,
  "gap_ev": 7.7,
  "mol_weight_g_mol": 229.76,
  "symbols": ["C", "C", "C", "C", "C", "C", "C", "C", "C", "N", "S", "S", "Cl", "H", "H", "H", "H", "H", "H", "H", "H"],
  "positions_angstrom": [[2.53658, -0.35800, 0.61379], [2.08968, 0.84155, 1.04981], [1.75268, -1.22527, -0.09094], [0.92228, 1.37662, 0.55844], [0.51591, -0.79082, -0.56248], [0.12308, 0.51161, -0.22897], [-4.05293, -1.31687, 0.21581], [-4.67939, -0.12566, 0.14555], [-1.25024, 1.01772, -0.51354], [-4.00211, 1.00950, 0.48245], [-2.50115, -1.24302, 1.03416], [-2.52214, 0.86577, 0.97674], [-6.17999, 0.15129, -0.64237], [3.47873, -0.78019, 0.94556], [2.82079, 1.29474, 1.65892], [1.96584, -2.15299, -0.45697], [0.75050, 2.41673, 0.91681], [-0.26044, -1.24588, -1.06066], [-4.57482, -2.32416, 0.14123], [-1.40123, 2.13592, -0.72363], [-1.84984, 0.57733, -1.23636]],
  "forces_ev_per_a": [[0.900, -2.783, 0.390], [0.527, 0.451, -0.684], [-2.360, 1.587, -1.444], [0.379, -0.093, 0.784], [0.718, 3.075, 2.056], [-0.829, 1.841, 0.777], [-1.374, -1.464, 0.526], [1.326, 0.123, -1.266], [-0.853, 2.649, 0.818], [-0.586, 1.172, 0.384], [0.266, -0.503, 0.451], [0.872, -0.989, -0.290], [-0.282, -0.230, 0.194], [0.166, 0.413, 0.118], [0.155, 1.375, 0.787], [1.497, -2.496, -0.281], [-0.775, -0.917, -0.779], [-0.897, -2.024, -1.280], [0.933, 1.560, -0.025], [0.866, -1.346, 0.408], [-0.651, -1.402, -1.644]],
  "lowdin_charge": [-0.10, -0.10, -0.06, -0.03, -0.04, -0.30, -0.53, -0.99, -0.31, -0.43, 0.67, 0.79, 0.67, 0.11, 0.10, 0.08, 0.13, 0.08, 0.09, 0.11, 0.04]
}

---

Entry 3:
{
  "formula": "C3H2F2O",
  "method": "the ωB97M-V functional and the def2-TZVPD basis",
  "smiles": "O=C/C(F)=C/F",
  "total_charge": 0,
  "energy_ev": -10623.0277,
  "gap_ev": 10.5,
  "mol_weight_g_mol": 92.04,
  "symbols": ["O", "C", "C", "F", "C", "F", "H", "H"],
  "positions_angstrom": [[-0.12359, -1.97783, -1.37484], [0.07173, -0.90016, -0.93036], [-0.17089, -0.25010, 0.44941], [-0.70994, -1.17467, 1.31357], [0.01748, 1.00761, 0.65960], [0.17159, 1.68330, 1.83527], [0.63744, -0.02006, -1.50931], [0.10619, 1.63190, -0.44333]],
  "forces_ev_per_a": [[-0.334, -0.384, 0.657], [1.474, 4.162, -0.356], [-2.099, -5.281, -0.223], [1.038, 1.170, -0.032], [1.438, 4.436, -2.246], [-0.869, -1.019, -1.753], [-0.916, -1.717, 0.169], [0.268, -1.367, 3.785]],
  "lowdin_charge": [0.11, -0.23, -0.23, 0.05, -0.08, 0.05, 0.13, 0.20]
}

---

Entry 4:
{
  "formula": "C5H9FS",
  "method": "the ωB97M-V functional and the def2-TZVPD basis",
  "smiles": "C[C@@H](S)C1(F)CC1",
  "total_charge": 0,
  "energy_ev": -18881.4914,
  "gap_ev": 9.9,
  "mol_weight_g_mol": 120.19,
  "symbols": ["C", "C", "S", "C", "F", "C", "C", "H", "H", "H", "H", "H", "H", "H", "H", "H"],
  "positions_angstrom": [[-0.90582, 1.81798, 0.03756], [-0.72624, 0.28212, 0.40931], [-2.35228, -0.69668, -0.13612], [0.35869, -0.33208, -0.28062], [0.29404, -0.37793, -1.66209], [0.97563, -1.59466, 0.34562], [1.81801, -0.34615, 0.29950], [-1.01867, 1.81556, -1.12330], [0.08174, 2.35455, 0.11371], [-1.70867, 2.23290, 0.54235], [-0.72596, -0.00715, 1.45816], [-2.64259, -0.58429, -1.49669], [1.19946, -2.34096, -0.38409], [0.59736, -1.95198, 1.18742], [2.24901, 0.24232, 1.15096], [2.50630, -0.51356, -0.46167]],
  "forces_ev_per_a": [[2.892, -2.263, -2.903], [-3.212, 1.740, -1.598], [0.014, 0.193, 0.248], [3.986, -2.496, 0.674], [-0.128, 0.424, 0.490], [0.639, 2.372, -3.457], [-1.324, 0.342, 0.515], [-0.401, 0.110, 2.059], [-1.021, -0.373, 0.664], [-1.386, 1.062, 0.782], [0.062, 0.415, 0.054], [1.033, 0.438, 1.113], [0.358, -0.390, -0.283], [-1.760, -1.316, 3.638], [-1.048, -0.683, -0.693], [1.296, 0.423, -1.303]],
  "lowdin_charge": [-0.09, -0.52, 0.66, -0.54, 0.02, -0.06, -0.03, 0.11, 0.09, 0.03, 0.11, -0.13, 0.11, 0.06, 0.12, 0.07]
}

---

Entry 5:
{
  "formula": "C17H17NO4S",
  "method": "the ωB97M-V functional and the def2-TZVPD basis",
  "smiles": "COc1ccc(CNC(=O)COC(=O)/C=C/c2cccs2)cc1",
  "total_charge": 0,
  "energy_ev": -38420.0299,
  "gap_ev": 8.0,
  "mol_weight_g_mol": 331.39,
  "symbols": ["C", "O", "C", "C", "C", "C", "C", "N", "C", "O", "C", "O", "C", "O", "C", "C", "C", "C", "C", "C", "S", "C", "C", "H", "H", "H", "H", "H", "H", "H", "H", "H", "H", "H", "H", "H", "H", "H", "H", "H"],
  "positions_angstrom": [[-5.81698, -2.53676, -1.40914], [-4.90658, -2.70993, -0.35050], [-4.20607, -1.62860, 0.08979], [-4.29974, -0.34554, -0.43982], [-3.53874, 0.67835, 0.09601], [-2.67754, 0.45273, 1.15988], [-1.83453, 1.58051, 1.69447], [-0.74078, 1.88451, 0.79146], [-0.74383, 2.95596, -0.01859], [-1.59741, 3.81628, -0.01691], [0.46312, 3.04724, -0.95649], [1.27736, 1.88609, -0.93558], [2.53397, 2.01102, -0.44296], [2.98837, 3.04934, -0.03028], [3.22834, 0.72526, -0.48736], [4.49224, 0.61936, -0.04200], [5.28049, -0.56935, -0.03367], [4.96933, -1.83976, -0.46266], [6.01912, -2.75371, -0.28880], [7.12447, -2.18387, 0.26985], [6.90469, -0.51899, 0.59385], [-2.58095, -0.83310, 1.67864], [-3.33593, -1.86142, 1.15581], [-6.26215, -3.51611, -1.57765], [-5.31335, -2.20704, -2.32368], [-6.60437, -1.82191, -1.14949], [-4.96125, -0.13037, -1.26397], [-3.61555, 1.67288, -0.31816], [-1.42261, 1.32400, 2.67473], [-2.42536, 2.49649, 1.77524], [-0.04554, 1.16923, 0.63994], [1.06090, 3.91959, -0.66460], [0.09863, 3.19227, -1.97736], [2.67505, -0.10456, -0.89678], [4.96066, 1.51468, 0.34818], [4.01817, -2.10135, -0.88852], [5.96218, -3.79136, -0.56490], [8.05912, -2.65113, 0.50957], [-1.91427, -1.03008, 2.50616], [-3.27268, -2.86086, 1.55629]],
  "forces_ev_per_a": [[-0.137, 0.033, -0.165], [0.208, 0.006, 0.234], [0.160, 0.022, 0.162], [-0.195, -0.205, -0.171], [0.107, -0.043, 0.178], [-0.004, 0.102, 0.076], [-0.114, 0.077, -0.034], [0.217, -0.354, 0.251], [0.591, -0.252, -0.168], [-0.224, 0.329, -0.161], [-0.163, 0.696, -0.029], [-0.095, -0.303, -0.073], [0.227, 0.462, 0.199], [-0.072, -0.135, -0.059], [0.515, -0.196, 0.132], [-0.844, 0.611, -0.151], [0.688, -0.760, 0.075], [-0.006, 0.526, 0.125], [0.247, -0.098, 0.072], [0.018, 0.334, 0.088], [-0.521, -0.386, -0.291], [-0.096, 0.101, -0.078], [-0.177, -0.144, -0.182], [0.003, 0.093, -0.029], [-0.025, 0.003, 0.038], [0.037, -0.016, -0.019], [-0.076, -0.017, -0.074], [-0.019, 0.134, -0.057], [-0.099, 0.064, -0.053], [0.101, -0.124, 0.107], [-0.055, 0.141, -0.080], [-0.222, -0.167, -0.067], [0.018, -0.057, 0.170], [0.000, -0.153, -0.040], [-0.055, 0.141, 0.010], [-0.205, -0.021, -0.084], [0.020, -0.168, -0.034], [0.173, -0.132, 0.033], [0.068, -0.019, 0.101], [0.004, -0.125, 0.048]],
  "lowdin_charge": [-0.09, -0.09, -0.28, -0.01, -0.02, -0.22, -0.12, 0.09, -0.47, 0.06, -0.06, -0.02, -0.49, 0.11, 0.01, -0.08, -0.52, -0.11, -0.18, -0.41, 1.06, -0.04, 0.00, 0.09, 0.09, 0.10, 0.10, 0.12, 0.12, 0.13, 0.14, 0.14, 0.14, 0.11, 0.12, 0.11, 0.10, 0.06, 0.11, 0.12]
}

---

Across the entries above, relative energy (zero: lowest compared OMol25 entry of this formula, charge and spin) takes the values 19.0; 21.1; 44.9; 54.1; 23.4 kcal/mol, respectively.